{"formula": "C3H5N3", "method": "ωB97M-V/def2-TZVPD", "relative_energy_ev": 3.425, "homo_lumo_gap_ev": 9.558, "e_homo_ev": -8.88, "species": ["N", "C", "C", "N", "C", "N", "H", "H", "H", "H", "H"], "xyz": [[0.598696, -1.002619, -2.670187], [0.508359, -1.487838, -1.542155], [-0.210609, 1.863788, 0.653891], [-0.521310, 0.807443, 1.280999], [-0.800851, -0.297152, 1.747186], [0.389042, -2.118009, -0.504497], [1.337434, -0.330909, -2.835566], [0.836161, 2.112147, 0.514728], [-0.992324, 2.512886, 0.274105], [-0.948053, -0.317907, 2.832913], [-0.196544, -1.741830, 0.248582]], "atomic_forces_ev_per_a": [[-0.0467, -0.1848, 0.4393], [-0.0227, -0.0869, 0.0606], [-0.0206, -0.0643, 0.0606], [-0.0751, -0.3611, 0.0995], [0.1061, 0.5553, -0.1031], [0.0337, 0.2819, -0.5208], [-0.0188, -0.0558, 0.0502], [-0.1136, -0.0367, 0.0560], [0.0701, -0.1213, 0.0316], [0.0161, 0.0280, -0.0934], [0.0714, 0.0457, -0.0804]], "lowdin_charge": [0.109, -0.399, -0.012, -0.132, 0.042, 0.134, 0.055, 0.077, 0.077, 0.054, -0.006]}



{"formula": "C3H5N3", "method": "ωB97M-V/def2-TZVPD", "relative_energy_ev": 4.193, "homo_lumo_gap_ev": 9.210, "e_homo_ev": -8.34, "species": ["N", "C", "C", "N", "N", "C", "H", "H", "H", "H", "H"], "xyz": [[-2.048263, -0.150994, -0.791034], [-0.814292, -0.304529, -0.214746], [0.125573, -1.030105, 0.320008], [2.345801, 0.301669, -0.089072], [1.420575, 1.126258, -0.030595], [0.226152, 0.442878, 0.508136], [-2.512037, 0.675098, -0.431414], [-2.618344, -0.978693, -0.657189], [0.757903, -1.897493, 0.358781], [3.200414, 0.804260, -0.367960], [-0.083482, 1.011651, 1.395085]], "atomic_forces_ev_per_a": [[0.0779, -0.0257, 0.0535], [0.1713, -0.0924, 0.2535], [-0.0583, 0.0708, -0.1832], [-0.1611, 0.6234, -0.1231], [0.3324, -0.3983, -0.1473], [-0.0908, 0.1397, 0.2205], [-0.0309, -0.1009, -0.2138], [0.0171, 0.1490, -0.2445], [-0.3941, -0.1394, 0.3488], [-0.1568, 0.0977, -0.1470], [0.2933, -0.3240, 0.1826]], "lowdin_charge": [0.105, -0.299, 0.029, 0.047, -0.045, -0.286, 0.095, 0.098, 0.086, 0.056, 0.115]}



{"formula": "C3H5N3", "method": "ωB97M-V/def2-TZVPD", "relative_energy_ev": 1.967, "homo_lumo_gap_ev": 9.873, "e_homo_ev": -9.46, "species": ["C", "N", "C", "N", "C", "N", "H", "H", "H", "H", "H"], "xyz": [[0.098974, -1.063384, -1.298950], [-0.527430, -0.497452, -0.159010], [-0.087838, 0.457112, 0.573329], [-0.675736, 0.365974, 1.793825], [0.900574, 1.460425, 0.221531], [1.671313, 2.253585, -0.121515], [0.754602, -0.353390, -1.804219], [0.683649, -1.938147, -0.980637], [-0.681603, -1.412996, -1.978140], [-1.261066, -0.453512, 1.385145], [-0.875438, 1.181784, 2.368641]], "atomic_forces_ev_per_a": [[0.2421, 0.1092, -0.4882], [0.4474, 0.0616, -0.3670], [-0.1033, -0.5225, -0.6174], [-0.0523, -0.2575, -0.1701], [0.8470, 0.6114, -0.3859], [-0.8539, -0.8513, 0.4007], [0.1637, -0.0641, -0.2683], [-0.0636, 0.1593, -0.1620], [0.2088, 0.0380, -0.0763], [-0.4395, 1.2089, 2.4575], [-0.3964, -0.4929, -0.3229]], "lowdin_charge": [-0.124, -0.030, -0.471, 0.095, -0.120, 0.168, 0.073, 0.088, 0.076, 0.144, 0.101]}



{"formula": "C3H5N3", "method": "ωB97M-V/def2-TZVPD", "relative_energy_ev": 3.519, "homo_lumo_gap_ev": 9.900, "e_homo_ev": -9.15, "species": ["C", "C", "N", "N", "N", "C", "H", "H", "H", "H", "H"], "xyz": [[0.050334, 2.141447, -0.513824], [1.170071, 1.309945, -0.947926], [2.040237, 0.615103, -1.261950], [-1.438149, -3.159154, 0.778561], [-0.660548, -2.198330, 0.710253], [-0.061687, -1.174993, 0.574349], [-0.668522, 1.509797, 0.018068], [0.405759, 2.926334, 0.158353], [-0.437853, 2.601286, -1.376318], [-1.352763, -3.578412, 1.708072], [0.939876, -1.012614, 0.198094]], "atomic_forces_ev_per_a": [[-0.0484, 0.0303, 0.0213], [0.7625, -0.5739, -0.2782], [-0.8375, 0.7346, 0.2891], [0.1615, 0.1873, 0.0454], [0.1922, 0.4030, -0.0158], [-0.3004, -0.6721, 0.0641], [0.1177, 0.1052, -0.0888], [-0.0385, -0.1113, -0.1001], [0.0803, -0.0756, 0.1068], [-0.0057, 0.0205, -0.0744], [-0.0837, -0.0480, 0.0305]], "lowdin_charge": [-0.072, -0.299, 0.127, 0.063, -0.230, 0.074, 0.064, 0.085, 0.085, 0.066, 0.037]}



{"formula": "C3H5N3", "method": "ωB97M-V/def2-TZVPD", "relative_energy_ev": 0.881, "homo_lumo_gap_ev": 9.231, "e_homo_ev": -8.13, "species": ["N", "C", "C", "N", "N", "C", "H", "H", "H", "H", "H"], "xyz": [[-1.786820, -0.326780, -0.470999], [-0.448806, -0.140493, -0.074797], [0.706121, -0.891779, -0.211527], [1.741824, -0.051040, 0.122537], [1.337268, 1.167001, 0.473481], [0.020107, 1.105479, 0.402977], [-2.350746, 0.474742, -0.214529], [-2.261873, -1.185765, -0.235157], [0.906351, -1.927574, -0.452683], [2.726027, -0.158667, -0.072723], [-0.589456, 1.934875, 0.733421]], "atomic_forces_ev_per_a": [[-0.0283, -0.0717, 0.0858], [0.3157, 0.1622, 0.0640], [0.0333, 0.1886, -0.1222], [-0.0220, -0.0869, -0.0807], [-0.2052, -0.0948, 0.0886], [-0.0651, 0.1827, 0.0523], [0.0371, -0.2663, -0.0223], [0.2799, -0.0063, 0.1222], [-0.1715, 0.2340, -0.1823], [-0.2513, -0.3250, 0.1843], [0.0775, 0.0834, -0.1895]], "lowdin_charge": [0.069, -0.331, -0.054, -0.064, 0.013, -0.144, 0.076, 0.079, 0.108, 0.145, 0.102]}



{"formula": "C3H5N3", "method": "ωB97M-V/def2-TZVPD", "relative_energy_ev": 2.537, "homo_lumo_gap_ev": 9.454, "e_homo_ev": -9.64, "species": ["C", "N", "C", "N", "C", "N", "H", "H", "H", "H", "H"], "xyz": [[0.453371, 1.426177, 0.571969], [0.304473, 0.399838, -0.435460], [-0.171846, -0.825444, -0.111266], [-0.694662, -1.149478, 0.985643], [0.003569, -1.821850, -1.321988], [-0.994699, -1.556601, -1.875797], [-0.509034, 1.773557, 0.960798], [0.991062, 2.265285, 0.126594], [1.041583, 1.035276, 1.406962], [0.377569, 0.637218, -1.410949], [-1.023018, -2.107258, 1.022001]], "atomic_forces_ev_per_a": [[0.0227, 0.1563, 0.1569], [0.1610, -0.1231, -0.0077], [0.4445, 0.0650, 0.8000], [0.1678, 0.1558, -0.1657], [-1.2823, 0.8694, 0.1830], [0.3123, -0.9719, -1.0971], [0.0849, -0.0590, -0.0505], [-0.0869, -0.0886, 0.0744], [-0.1118, 0.0713, -0.0876], [0.0695, -0.1200, 0.1845], [0.2183, 0.0448, 0.0098]], "lowdin_charge": [-0.088, -0.032, -0.545, 0.145, -0.099, 0.182, 0.083, 0.083, 0.085, 0.125, 0.060]}